57
Properties=species:S:1:pos:R:3:forces:R:3 method="wB97M-V/def2-TZVPD" total_energy_ev=-40272.999 largest_force_ha_per_bohr=0.0143 multiplicity=3
Au -0.2801 0.1375 1.5913 0.420 0.003 0.203
N -1.7171 1.8290 2.7619 -0.117 0.145 0.010
C -0.9302 2.0393 3.9783 0.016 -0.032 -0.147
C -0.6104 0.6917 4.6058 -0.036 0.025 -0.088
O -0.6651 0.5435 5.8109 0.034 -0.059 0.090
N -0.2891 -0.2940 3.6973 -0.237 0.126 -0.229
C -0.3677 -1.5701 4.1394 0.520 0.010 0.021
C -2.1595 -2.2740 3.7007 -0.650 -0.139 0.317
O -2.2636 -3.2392 4.3954 0.189 -0.071 -0.137
O -2.6735 -1.5401 2.9079 0.086 0.082 -0.186
H -2.5916 1.3598 2.9738 0.011 -0.016 -0.031
H -1.9230 2.6949 2.2816 0.012 0.026 0.050
H 0.0092 2.5240 3.6980 -0.011 0.031 0.027
H -1.4235 2.6477 4.7362 -0.009 -0.021 0.037
H 0.1711 -2.3080 3.5541 -0.056 -0.033 -0.028
H -0.3949 -1.7300 5.2117 -0.045 0.026 -0.011
C -0.5326 -2.8171 0.2893 0.021 -0.011 0.058
C -0.6266 -2.6275 -1.2233 -0.080 0.021 -0.021
C 0.6633 -3.0952 -1.9042 0.082 -0.003 0.054
C -1.0897 -1.2691 -1.7521 -0.064 -0.079 -0.069
C -2.0588 -1.3134 -2.7540 -0.005 0.012 0.023
C -2.5152 -0.1712 -3.3816 0.046 0.010 0.060
C -1.9975 1.0542 -3.0045 -0.006 -0.004 0.003
C -1.0293 1.1731 -2.0093 -0.091 0.077 -0.061
C -0.5572 2.5948 -1.7055 -0.023 -0.013 -0.030
C 0.8913 2.9068 -2.0906 0.038 -0.018 0.029
C -0.8468 3.0704 -0.2845 0.009 -0.029 0.032
C -0.5917 -0.0091 -1.3920 0.198 -0.101 0.138
N 0.4140 0.0655 -0.3609 -0.269 0.039 0.109
C 1.7028 0.0243 -0.7604 0.020 -0.041 -0.038
C 2.0729 -0.1206 -2.1278 -0.028 0.020 -0.025
C 3.3836 -0.2001 -2.5202 0.044 0.024 0.078
C 4.4061 -0.1358 -1.5690 -0.031 -0.015 -0.027
C 4.0940 0.0119 -0.2260 -0.041 0.008 0.048
C 2.7766 0.0945 0.1657 0.083 0.046 0.032
F 2.5294 0.2601 1.4666 0.076 -0.014 -0.135
H -0.4936 -3.8864 0.5070 0.004 -0.013 -0.014
H -1.3929 -2.4046 0.8196 -0.002 0.016 -0.053
H 0.3724 -2.3709 0.7050 -0.009 -0.016 -0.011
H -1.4127 -3.3087 -1.5574 0.001 -0.019 -0.004
H 1.5313 -2.5374 -1.5450 -0.064 -0.074 -0.023
H 0.6113 -2.9863 -2.9889 -0.009 0.009 -0.002
H 0.8360 -4.1485 -1.6763 0.002 -0.007 -0.001
H -2.4573 -2.2789 -3.0409 -0.006 0.000 -0.008
H -3.2704 -0.2330 -4.1536 -0.002 -0.001 -0.004
H -2.3509 1.9552 -3.4909 -0.006 0.001 -0.003
H -1.1785 3.2104 -2.3597 0.015 0.035 -0.016
H 1.6068 2.4995 -1.3750 -0.031 0.022 -0.023
H 1.0304 3.9893 -2.1056 0.006 0.001 0.001
H 1.1409 2.5232 -3.0808 -0.008 -0.006 -0.002
H -0.2111 2.5708 0.4479 -0.010 0.019 -0.012
H -1.8885 2.8839 -0.0192 -0.002 -0.017 0.010
H -0.6597 4.1440 -0.2142 -0.005 0.006 -0.004
H 1.2859 -0.1811 -2.8660 -0.010 0.007 0.019
H 3.6213 -0.3167 -3.5684 0.014 -0.001 -0.001
H 5.4414 -0.2018 -1.8743 0.000 0.006 0.002
H 4.8581 0.0696 0.5367 0.017 0.000 -0.008

55
Properties=species:S:1:pos:R:3:forces:R:3 method="wB97M-V/def2-TZVPD" smiles="COc1cc(CNC2CCCC2)cc(Br)c1OCC(=O)Nc1ccccc1C" total_energy_ev=-102417.549 largest_force_ha_per_bohr=0.0135
C -0.4131 -3.2017 -0.8492 0.240 -0.138 -0.166
H -0.0829 -4.2025 -0.5750 0.026 0.061 -0.069
O -1.3953 -2.8715 0.1050 -0.453 0.376 0.158
C -1.8483 -1.5881 0.1741 -0.034 -0.012 0.000
C -1.6066 -0.6343 -0.8045 -0.012 -0.188 0.074
C -2.0887 0.6645 -0.7017 -0.058 0.045 0.196
C -2.8279 1.0253 0.4109 0.065 -0.084 -0.084
C -3.0636 0.0806 1.3920 -0.090 -0.234 0.286
C -2.5940 -1.2274 1.3131 -0.149 0.225 -0.034
O -2.8929 -2.0061 2.3956 0.098 0.157 -0.160
C -2.3958 -3.3174 2.5342 0.125 -0.681 0.004
H -2.7837 -3.6558 3.5008 0.085 0.017 -0.131
C -0.8652 -3.4342 2.5534 -0.559 0.123 0.095
O -0.3163 -4.4891 2.3309 0.076 -0.260 -0.020
N -0.2587 -2.2616 2.8600 -0.075 0.550 0.255
C 1.1028 -1.9346 2.8149 0.391 -0.070 -0.066
C 2.0842 -2.9179 2.7677 -0.049 -0.182 -0.001
C 3.4201 -2.5644 2.7200 0.047 0.134 -0.002
C 3.7862 -1.2307 2.7248 0.134 -0.021 -0.019
C 2.8073 -0.2528 2.7689 -0.022 -0.087 0.021
C 1.4603 -0.5786 2.8106 -0.018 0.006 -0.013
C 0.4206 0.5060 2.8335 0.070 -0.099 -0.044
H -0.1948 0.4521 3.7328 -0.129 0.054 0.044
H 0.8997 1.4817 2.8206 -0.014 0.059 0.016
H -0.2335 0.4394 1.9620 -0.122 0.029 -0.021
H 3.0941 0.7892 2.7683 -0.006 0.106 0.001
H 4.8279 -0.9493 2.6930 0.094 0.023 -0.005
H 4.1740 -3.3361 2.6839 0.060 -0.077 -0.002
H 1.7900 -3.9538 2.7628 -0.017 -0.035 0.018
H -0.8719 -1.4870 3.0747 -0.040 -0.200 -0.095
H -2.7762 -3.9829 1.7537 0.160 0.094 0.148
Br -4.0144 0.5628 2.9632 0.030 0.169 -0.156
H -3.2122 2.0262 0.5282 -0.019 0.112 0.013
C -1.7879 1.6500 -1.7974 0.015 0.105 -0.051
N -0.4016 1.5283 -2.2108 -0.048 -0.195 0.120
H 0.2097 1.7434 -1.4275 -0.025 -0.043 -0.002
C -0.0322 2.3389 -3.3546 0.024 -0.005 -0.059
C 1.4073 2.0012 -3.7967 0.036 0.080 0.039
C 2.2392 3.2441 -3.4836 -0.017 0.021 -0.199
H 2.5512 3.2386 -2.4376 0.057 0.018 0.062
C 1.2567 4.3857 -3.7247 0.046 0.040 0.153
H 1.1201 4.5352 -4.7967 0.026 0.049 -0.072
H 1.5836 5.3269 -3.2842 0.001 0.078 -0.078
C -0.0361 3.8674 -3.0994 -0.053 -0.015 -0.206
H -0.0180 4.0496 -2.0217 -0.048 -0.011 0.057
H -0.9203 4.3538 -3.5092 -0.066 0.059 0.081
H 3.1297 3.3153 -4.1060 0.098 0.007 0.062
H 1.4287 1.8024 -4.8679 0.037 -0.040 -0.050
H 1.7668 1.1132 -3.2797 -0.030 -0.087 -0.069
H -0.7413 2.0860 -4.1499 0.047 0.030 0.037
H -2.0609 2.6648 -1.4634 -0.048 -0.107 -0.053
H -2.4075 1.4141 -2.6713 0.019 0.104 0.026
H -1.0263 -0.8838 -1.6766 0.107 -0.089 -0.079
H -0.8270 -3.2127 -1.8617 0.020 0.029 0.037
H 0.4351 -2.5128 -0.8026 -0.032 0.000 0.002

57
Properties=species:S:1:pos:R:3:forces:R:3 method="wB97M-V/def2-TZVPD" smiles="COC(=O)C1(Cc2cc(-c3ccc(Cl)cc3)no2)CCN(C(=O)OC(C)(C)C)CC1" total_energy_ev=-48992.929 largest_force_ha_per_bohr=0.0241
C -0.3793 -1.4255 3.6540 -0.206 -0.170 0.338
H -0.5365 -0.6943 4.4493 0.014 -0.040 -0.053
H -1.2142 -2.1279 3.6402 0.121 0.035 0.025
H 0.5648 -1.9443 3.7996 -0.036 0.045 -0.014
O -0.2803 -0.7542 2.4027 0.274 -0.004 -0.227
C -1.4224 -0.3697 1.8358 -0.132 0.011 -0.334
O -2.5131 -0.6154 2.2773 -0.091 -0.034 0.177
C -1.1715 0.4584 0.5717 -0.107 -0.018 0.166
C -2.3911 0.3514 -0.3588 0.023 -0.246 0.050
H -3.2822 0.1839 0.2481 0.032 0.093 -0.071
C -2.2367 -0.7915 -1.3531 -0.416 -0.034 0.065
N -1.0897 -0.5473 -2.2048 -0.114 -0.015 0.082
C -0.9021 -1.1837 -3.3864 -0.010 0.205 0.165
O 0.0856 -1.0258 -4.0698 0.221 -0.099 -0.340
O -1.9500 -1.9757 -3.6746 -0.086 -0.018 0.129
C -1.9908 -2.7048 -4.9241 0.021 -0.337 -0.588
C -0.8314 -3.6980 -4.9980 -0.065 0.281 0.150
H -0.9186 -4.2969 -5.9001 -0.049 -0.093 -0.094
H -0.8490 -4.3571 -4.1325 -0.014 -0.106 0.063
H 0.1149 -3.1648 -5.0159 0.038 -0.046 -0.033
C -1.9602 -1.7379 -6.1074 0.098 0.001 0.314
H -2.0809 -2.2905 -7.0349 -0.055 -0.077 -0.101
H -1.0126 -1.2071 -6.1312 0.008 0.013 -0.070
H -2.7677 -1.0138 -6.0194 -0.108 0.054 -0.029
C -3.3277 -3.4465 -4.8737 0.343 0.286 0.154
H -3.4554 -4.0427 -5.7722 -0.006 -0.064 -0.105
H -3.3585 -4.0996 -4.0056 -0.015 -0.106 0.078
H -4.1467 -2.7358 -4.7995 -0.114 0.066 -0.018
C -0.0163 0.2534 -1.6532 0.340 0.022 -0.011
H -0.2026 1.3175 -1.8455 0.096 0.005 -0.018
C 0.0994 -0.0081 -0.1570 -0.060 0.069 -0.209
H 0.2427 -1.0782 -0.0025 0.079 0.014 0.001
H 0.9743 0.4991 0.2474 0.051 -0.086 0.023
H 0.9012 -0.0264 -2.1760 -0.119 0.133 0.107
H -3.1266 -0.8678 -1.9818 0.079 -0.036 0.180
H -2.1239 -1.7434 -0.8177 -0.095 0.018 -0.010
H -2.5221 1.2832 -0.9101 0.005 0.079 -0.016
C -1.0412 1.9305 1.0488 -0.022 -0.242 0.240
C -0.0234 2.0999 2.1175 0.850 0.422 -0.166
C 1.3107 2.3879 2.0903 -0.659 -0.090 0.209
C 1.7021 2.3563 3.4585 -1.004 -0.219 -0.387
N 0.6604 2.0726 4.2083 0.960 0.081 0.781
O -0.4029 1.9172 3.3930 -0.545 0.031 -0.687
C 3.0161 2.5892 4.0363 0.457 0.080 0.347
C 3.1680 2.5912 5.4234 0.010 0.008 -0.217
C 4.4033 2.8137 5.9961 0.112 0.015 -0.009
C 5.5026 3.0368 5.1791 -0.230 -0.044 -0.146
C 5.3726 3.0364 3.7992 0.129 0.025 0.125
C 4.1321 2.8131 3.2328 -0.251 -0.053 0.159
H 4.0388 2.8115 2.1580 -0.018 -0.001 -0.118
H 6.2360 3.2095 3.1762 0.084 0.016 -0.026
Cl 7.0519 3.3178 5.8891 0.177 0.032 0.083
H 4.5197 2.8165 7.0685 0.032 0.006 0.088
H 2.2987 2.4166 6.0368 -0.054 -0.006 0.116
H 1.9127 2.6070 1.2344 0.091 0.043 -0.230
H -0.7712 2.5535 0.1951 -0.051 0.012 0.008
H -2.0099 2.2509 1.4381 -0.012 0.083 -0.096